(1)
This record from the Open Molecules 2025 dataset describes 3 unconnected molecules or ions with the total composition C17H44N3O10P4S in a non-equilibrium geometry. The level of theory is ωB97M-V/def2-TZVPD.

Last column: Mulliken charge in e.
Element x y z (Å)
S: 7.5192 3.5296 2.9176  -0.18
P: 5.1593 0.3691 5.2238  -0.26
P: 1.5054 0.4119 -1.8326  1.12
P: -7.1291 -0.3008 -0.3030  1.21
P: 3.0161 0.8834 4.7219  -0.09
O: -5.9196 0.4219 -0.8302  -0.77
O: -7.9885 -0.0685 -1.7017  -0.43
O: 1.8717 0.1217 -0.4152  -0.71
O: -8.5449 -0.8780 0.3604  -0.38
O: 3.0250 0.3712 -2.4596  -0.44
O: 1.9986 0.4858 6.0100  -0.35
O: -6.6168 -1.8565 -0.5363  -0.33
O: 7.3173 2.0068 0.5392  -0.21
O: 0.9467 -1.0528 -2.3442  -0.36
O: 0.9374 1.1861 -3.1777  -0.36
N: 6.8285 -0.2175 5.5784  -0.73
N: 8.1190 3.5278 -0.8427  -0.45
N: 8.1319 4.0553 0.4384  -0.38
C: 2.5904 -0.2355 3.2875  -0.78
C: 1.7319 1.6031 -4.2926  -0.16
C: -6.3277 -2.6350 1.7646  -1.06
C: -5.6948 -2.4081 0.4047  -0.30
C: -6.7678 0.3282 -3.7523  -1.02
C: 2.0626 0.4551 -5.2213  -1.06
C: -1.4659 -0.6529 -2.4450  -0.90
C: 7.6367 2.3469 -0.7427  -0.04
C: 5.7127 1.5579 3.8194  -0.88
C: -9.9105 -2.1354 -1.2309  -1.04
C: -0.3298 -1.4813 -1.8731  -0.41
C: -9.8182 -0.9528 -0.2915  -0.12
C: 4.6881 -0.9771 -1.3249  -1.21
C: 7.6601 3.1310 1.2098  0.51
C: 4.1918 0.4198 -1.6372  -0.16
C: -7.6442 0.9207 -2.6664  -0.40
C: 7.1943 1.9558 3.8402  -0.60
H: -9.1178 -2.1403 -1.9753  0.24
H: -6.6021 -1.6847 2.2338  0.29
H: -1.4181 0.3791 -2.0857  0.28
H: -0.4456 -2.5220 -2.1793  0.32
H: -10.0620 -0.0132 -0.7819  0.25
H: 5.2253 1.4110 6.2470  0.02
H: 3.2987 0.0107 2.4804  0.06
H: -5.3568 -3.3602 -0.0059  0.30
H: 1.5512 -0.1037 2.9652  0.38
H: 6.8811 -0.3496 6.5870  0.30
H: -7.1783 1.7861 -2.1982  0.37
H: 7.5429 2.1652 4.8603  0.48
H: 5.5226 -0.9410 -0.6226  0.38
H: -10.8703 -2.1241 -1.7513  0.37
H: 3.9003 -1.6004 -0.9022  0.31
H: 5.1362 2.4939 3.9596  0.48
H: -7.2415 -3.2228 1.6730  0.23
H: -5.6369 -3.1527 2.4310  0.41
H: -1.4094 -0.6159 -3.5336  0.22
H: 5.3766 1.1344 2.8592  0.06
H: 1.1515 0.0487 -5.6654  0.30
H: -6.4285 1.1042 -4.4407  0.38
H: 1.1293 2.3333 -4.8392  0.35
H: 7.5048 1.7491 -1.6372  0.47
H: -0.3445 -1.4547 -0.7788  0.29
H: 4.0140 0.9967 -0.7313  0.34
H: -4.8201 -1.7552 0.4891  0.29
H: 6.9952 -1.1128 5.1311  0.28
H: 2.6202 2.1369 -3.9609  0.26
H: 7.8061 1.1404 3.4304  0.33
H: -5.8965 -0.1781 -3.3369  0.22
H: -8.5810 1.2717 -3.1094  0.35
H: 2.7175 0.8007 -6.0238  0.37
H: -9.8259 -3.0715 -0.6756  0.31
H: 2.5044 0.2344 6.7983  0.27
H: 2.7953 -1.2982 3.5340  0.32
H: 5.0246 -1.4694 -2.2406  0.34
H: 2.5551 -0.3675 -4.7079  0.26
H: 4.9566 0.9578 -2.2051  0.25
H: -10.5592 -1.0779 0.5026  0.35
H: 5.0395 -0.7332 4.2375  -0.14
H: -2.4324 -1.0669 -2.1531  0.36
H: -7.3270 -0.4188 -4.3196  0.28
H: 4.6178 -0.5564 6.2472  0.13

Atomic forces in eV per Å
S 0.0 -0.7 -0.2
P 0.1 -1.9 -0.6
P 4.7 -4.7 -3.4
P -1.9 -4.1 -7.8
P -0.8 2.0 -0.8
O 0.4 1.6 4.1
O -0.4 0.6 0.3
O -2.7 2.6 0.6
O 1.6 1.5 2.1
O -0.4 0.7 -0.1
O 0.3 -0.5 -0.1
O 0.2 0.3 1.1
O -0.1 -0.3 -0.2
O -0.6 0.8 0.2
O -1.1 0.7 2.5
N 0.3 0.6 0.5
N -0.2 0.0 0.0
N 0.2 -0.1 -0.3
C 0.5 -0.8 0.9
C 0.3 0.6 -0.4
C -0.1 0.1 0.0
C 0.2 -0.2 0.1
C 0.0 -0.1 -0.1
C -0.2 -0.4 0.0
C 0.0 0.2 0.0
C 0.3 0.6 -0.6
C -0.1 1.1 0.4
C 0.3 -0.3 0.0
C -0.2 -0.2 0.1
C -0.8 0.4 0.0
C 0.0 -0.2 -0.1
C 0.2 0.8 0.8
C 0.3 -0.2 0.2
C 0.1 -0.1 -0.3
C -0.6 -0.7 -0.6
H 0.0 0.2 0.0
H 0.0 0.0 0.0
H -0.1 0.0 0.0
H 0.2 0.0 0.0
H 0.1 -0.1 -0.1
H 0.2 0.3 -0.2
H -0.4 0.2 0.2
H -0.1 0.1 -0.1
H 0.3 0.0 0.0
H 0.2 -0.1 -0.2
H 0.1 -0.1 0.0
H -0.1 0.0 -0.3
H 0.0 0.0 0.0
H 0.0 0.1 0.1
H 0.0 0.2 0.1
H 0.1 -0.4 0.0
H 0.0 0.0 0.0
H 0.0 0.0 0.0
H 0.0 -0.1 0.0
H 0.4 0.1 0.1
H 0.0 0.1 0.0
H 0.0 0.0 0.0
H -0.2 -0.1 0.2
H -0.2 -0.6 0.8
H 0.0 0.0 0.0
H -0.1 -0.1 0.0
H 0.0 0.0 0.0
H -0.2 0.0 0.1
H 0.0 -0.2 0.1
H 0.1 0.5 0.2
H 0.0 0.2 0.1
H -0.1 -0.1 0.1
H -0.1 0.1 0.0
H -0.1 0.0 0.0
H 0.2 -0.2 -0.3
H -0.2 0.3 -0.1
H 0.0 0.0 0.0
H 0.1 0.1 0.1
H -0.1 0.0 -0.1
H 0.2 0.0 0.2
H 0.1 0.0 -0.1
H 0.0 0.0 0.0
H 0.0 0.1 0.0
H -0.3 -0.1 0.3

Results
- LUMO (hartree) = -0.0069
- charge = -1
- HOMO-LUMO gap (eV) = 2.839
- energy (eV) = -91275.7363


(2)
This record from the Open Molecules 2025 dataset describes 2 unconnected molecules or ions with the total composition C5H14N3 in a non-equilibrium geometry. The level of theory is ωB97M-V/def2-TZVPD.

Last column: Mulliken charge in e.
Element x y z (Å)
N: -2.2382 -0.2337 0.0293  0.80
N: -3.4031 0.3309 0.0971  -0.63
N: -1.9281 -1.2760 -0.4919  -0.72
C: -0.4678 0.7487 1.1398  -0.83
C: 0.5888 1.0473 -1.1152  -1.55
C: 1.3556 -0.8480 0.4432  -0.38
C: 0.6920 0.5263 0.3171  0.87
C: 2.7952 -0.8505 -0.0631  -1.33
H: 3.4045 -0.1274 0.4748  0.34
H: 1.3457 -1.1538 1.4903  0.41
H: 0.7705 -1.5712 -0.1240  0.27
H: 0.1219 0.2783 -1.7293  0.34
H: -3.5105 1.2110 0.5799  0.23
H: 2.8403 -0.6246 -1.1242  0.35
H: 1.5734 1.2572 -1.5234  0.42
H: -4.2334 -0.1016 -0.3102  0.25
H: -0.6322 0.1556 2.0260  0.34
H: -0.0113 1.9541 -1.1690  0.45
H: 3.2321 -1.8328 0.0875  0.39
H: -0.9906 1.6900 1.0629  0.39
H: -2.6599 -1.8305 -0.9584  0.24
H: 1.3548 1.2508 0.8608  0.35

Atomic forces in eV per Å
N 2.0 1.7 1.7
N -1.7 0.1 -0.3
N 0.6 -1.6 -0.7
C -1.0 -0.4 -1.0
C -0.1 0.0 0.0
C 0.1 0.0 0.0
C 0.2 -0.3 -0.2
C -0.2 0.0 0.1
H 0.1 0.1 0.0
H -0.1 -0.1 0.1
H -0.1 0.0 0.1
H 0.0 0.0 0.0
H 0.3 -0.2 -0.1
H 0.1 0.0 -0.1
H 0.0 0.0 0.0
H 0.3 0.0 0.1
H -0.1 -0.1 0.2
H 0.0 0.1 0.0
H 0.1 -0.1 0.0
H 0.0 0.2 0.1
H -0.5 0.4 0.1
H -0.1 0.1 0.2

Results
- LUMO (hartree) = -0.1902
- charge = +1
- HOMO-LUMO gap (eV) = 9.140
- energy (eV) = -9872.2856
- relative energy (zero: lowest compared OMol25 entry of this formula, charge and spin) (eV) = 4.881